one:
Below is the molecule C4H4O, with properties calculated with ωB97M-V with the def2-TZVPD basis set.

Last column: natural (NBO) charge in e.
CARTESIAN COORDINATES (ANGSTROEM)
C (-0.66, -1.23, -0.05)  -0.184
C (0.68, -0.80, -0.45)  -0.287
C (0.23, -0.41, 0.87)  -0.340
C (0.41, 0.64, -0.22)  0.338
O (-0.37, 1.66, -0.66)  -0.673
H (-1.57, -0.74, -0.41)  0.174
H (1.40, -1.37, -0.95)  0.226
H (0.53, -0.11, 1.88)  0.240
H (-0.66, 2.36, -0.02)  0.505

Properties
Orbital gap (spin up / spin down)   8.856 / 7.810 eV
HOMO level (spin up / spin down)   -8.632 / -7.905 eV
2S+1   1
Lowest unoccupied orbital energy (spin up / spin down)   0.224 / -0.095 eV
Charge   0

---

two:
Below is the molecule C4H4O, with properties calculated with ωB97M-V with the def2-TZVPD basis set.

Last column: natural (NBO) charge in e.
CARTESIAN COORDINATES (ANGSTROEM)
C (-1.02, -0.10, 0.04)  -0.325
C (-0.13, 1.00, -0.01)  -0.320
C (1.13, 0.49, 0.00)  0.087
C (-0.22, -1.17, 0.00)  0.090
H (-2.09, 0.04, -0.03)  0.237
H (-0.44, 1.99, -0.11)  0.224
H (2.16, 0.88, 0.16)  0.207
H (-0.51, -2.27, -0.03)  0.204
O (1.13, -0.86, -0.02)  -0.406

Properties
Orbital gap   10.000 eV
HOMO level   -8.841 eV
2S+1   1
Lowest unoccupied orbital energy   1.159 eV
Charge   0

---

Decreasing stability: two, one

---

one:
Below is a structure of composition C24H43NP2Tc, with properties calculated with ωB97M-V with the def2-TZVPD basis set.

Last column: Löwdin spin population.
CARTESIAN COORDINATES (ANGSTROEM)
P (0.31, 1.33, -2.98)  0.100
P (-0.34, -2.48, -4.45)  0.031
C (0.67, 0.39, -4.80)  0.059
C (-0.04, -0.84, -5.37)  0.022
H (1.74, 0.20, -4.71)  0.001
H (0.62, 1.23, -5.54)  0.004
H (-1.06, -0.55, -5.67)  0.003
H (0.47, -1.11, -6.31)  0.004
C (1.11, -3.30, -5.34)  -0.003
H (1.12, -4.36, -5.02)  0.000
H (2.08, -2.85, -5.11)  0.000
H (0.97, -3.31, -6.43)  0.000
C (-1.40, -3.85, -5.06)  0.017
H (-1.59, -3.78, -6.13)  0.001
H (-2.37, -3.92, -4.56)  0.000
H (-0.91, -4.80, -4.81)  0.002
C (1.76, 2.46, -3.04)  0.056
H (1.70, 3.02, -2.08)  0.011
H (1.75, 3.30, -3.75)  0.009
H (2.64, 1.79, -3.04)  0.001
C (-0.92, 2.44, -4.00)  0.022
H (-1.85, 1.95, -4.31)  0.002
H (-0.48, 2.87, -4.92)  0.001
H (-1.21, 3.30, -3.37)  0.001
Tc (0.76, 1.15, -0.94)  1.553
C (-0.75, -4.12, -1.84)  0.039
C (0.25, -3.56, -2.66)  -0.001
C (0.70, -2.05, -2.55)  0.025
C (-0.46, -1.27, -2.00)  0.175
C (-1.55, -0.89, -3.00)  0.581
C (-2.14, -2.03, -3.52)  0.067
C (-2.85, -2.65, -2.30)  0.050
C (-2.02, -3.51, -1.31)  0.009
C (-1.25, 1.65, -0.53)  -0.021
H (-0.51, -5.15, -1.41)  0.001
H (1.09, -4.23, -2.91)  0.001
H (1.06, -1.56, -3.48)  0.001
H (1.68, -1.96, -2.02)  0.001
H (-0.88, -1.88, -1.20)  0.020
H (-0.04, -0.39, -1.40)  0.039
H (-2.16, -0.02, -2.73)  0.032
H (-2.75, -1.90, -4.44)  0.005
H (-3.69, -3.23, -2.62)  0.007
H (-3.23, -1.80, -1.70)  0.002
H (-1.81, -2.86, -0.42)  0.001
H (-2.65, -4.31, -0.89)  0.002
H (-1.82, 0.70, -0.44)  0.002
H (-1.81, 2.26, -1.28)  -0.001
H (-1.40, 2.17, 0.44)  0.010
C (2.65, 1.79, 1.43)  0.007
N (1.21, 1.97, 1.21)  0.005
C (0.90, 3.36, 1.49)  0.001
C (0.44, 1.07, 2.12)  0.005
C (0.65, -0.33, 1.68)  0.017
C (0.38, -1.44, 2.48)  -0.004
C (0.86, -2.67, 2.07)  0.021
C (1.64, -2.78, 0.91)  -0.003
C (2.05, -1.62, 0.22)  0.014
C (1.25, -0.50, 0.44)  -0.014
H (2.82, 1.44, 2.45)  0.001
H (3.17, 2.74, 1.30)  0.000
H (3.09, 1.10, 0.73)  0.001
H (-0.14, 3.57, 1.28)  0.000
H (1.11, 3.64, 2.52)  -0.001
H (1.52, 3.98, 0.84)  0.001
H (0.78, 1.20, 3.16)  0.001
H (-0.62, 1.37, 2.12)  0.001
H (-0.18, -1.31, 3.40)  -0.001
H (0.63, -3.54, 2.68)  0.001
H (1.90, -3.77, 0.55)  -0.001
H (2.92, -1.55, -0.46)  0.001

Properties
Orbital gap (spin up / spin down)   6.233 / 6.431 eV
HOMO level (spin up / spin down)   -13.179 / -13.640 eV
2S+1   4
Lowest unoccupied orbital energy (spin up / spin down)   -6.947 / -7.209 eV
Charge   +2

---

two:
Below is a structure of composition C24H43NP2Tc, with properties calculated with ωB97M-V with the def2-TZVPD basis set.

Last column: Löwdin spin population.
CARTESIAN COORDINATES (ANGSTROEM)
P (1.82, -1.17, -2.50)  0.115
P (-0.89, -0.95, -1.39)  0.038
C (0.30, -1.85, -3.44)  0.096
C (-0.61, -0.68, -3.33)  0.143
H (-0.07, -2.71, -2.81)  0.005
H (0.45, -2.22, -4.46)  0.000
H (-0.19, 0.34, -3.32)  0.005
H (-1.47, -0.71, -4.02)  0.003
C (-2.02, -2.55, -1.63)  0.023
H (-2.86, -2.58, -0.92)  0.000
H (-1.48, -3.48, -1.47)  0.001
H (-2.51, -2.64, -2.62)  0.000
C (-2.65, -0.30, -2.15)  0.084
H (-2.72, -0.62, -3.21)  0.002
H (-2.89, 0.75, -2.15)  0.005
H (-3.55, -0.80, -1.77)  0.009
C (2.84, -2.29, -3.52)  0.010
H (3.66, -2.65, -2.89)  0.003
H (3.27, -1.71, -4.35)  0.000
H (2.23, -3.14, -3.89)  0.000
C (2.08, 0.46, -3.34)  0.074
H (1.40, 1.27, -3.04)  0.002
H (2.02, 0.34, -4.43)  0.010
H (3.09, 0.79, -3.09)  -0.001
Tc (1.19, -0.74, -0.56)  1.984
C (-4.45, 1.47, 1.86)  0.000
C (-3.52, 0.66, 1.39)  0.000
C (-1.98, 1.05, 1.51)  -0.001
C (-1.43, 2.19, 0.58)  0.000
C (-2.56, 2.87, -0.13)  0.000
C (-3.43, 3.75, 0.36)  0.000
C (-4.17, 3.84, 1.67)  0.000
C (-3.96, 2.66, 2.62)  0.000
C (1.67, 1.27, -0.21)  0.004
H (-5.55, 1.23, 1.71)  0.000
H (-3.59, -0.30, 0.85)  0.000
H (-1.39, 0.14, 1.32)  -0.001
H (-1.69, 1.21, 2.56)  0.000
H (-0.65, 2.90, 1.01)  0.000
H (-0.85, 1.71, -0.22)  0.000
H (-2.41, 2.86, -1.21)  0.000
H (-3.84, 4.53, -0.32)  0.000
H (-5.23, 3.86, 1.45)  0.000
H (-3.93, 4.79, 2.16)  0.000
H (-2.88, 2.59, 2.73)  0.000
H (-4.36, 2.83, 3.65)  0.000
H (1.22, 1.75, 0.69)  0.007
H (1.40, 1.91, -1.06)  0.016
H (2.76, 1.44, -0.10)  0.010
C (3.92, -2.30, 1.13)  0.005
N (3.55, -0.89, 0.74)  -0.018
C (4.76, -0.24, 0.24)  0.001
C (3.19, -0.18, 2.01)  0.006
C (1.81, -0.56, 2.42)  0.036
C (1.39, -0.15, 3.69)  0.010
C (0.28, -0.81, 4.22)  0.003
C (-0.33, -1.86, 3.52)  0.015
C (-0.02, -2.11, 2.16)  0.044
C (1.00, -1.34, 1.57)  0.239
H (4.49, -2.21, 2.09)  -0.001
H (4.59, -2.70, 0.35)  0.000
H (3.01, -2.92, 1.25)  0.004
H (4.56, 0.79, -0.06)  0.000
H (5.51, -0.24, 1.04)  -0.001
H (5.16, -0.82, -0.58)  0.000
H (3.94, -0.47, 2.78)  -0.001
H (3.28, 0.91, 1.91)  0.001
H (1.96, 0.62, 4.25)  0.001
H (-0.10, -0.51, 5.19)  0.000
H (-1.10, -2.49, 3.99)  0.002
H (-0.52, -2.86, 1.53)  0.004

Properties
Orbital gap (spin up / spin down)   4.787 / 3.790 eV
HOMO level (spin up / spin down)   -13.017 / -13.015 eV
2S+1   4
Lowest unoccupied orbital energy (spin up / spin down)   -8.229 / -9.224 eV
Charge   +2

---

Decreasing stability: two, one

---

one:
Below is a structure of composition C4H5FS, with properties calculated with ωB97M-V with the def2-TZVPD basis set.

Last column: natural (NBO) charge in e.
CARTESIAN COORDINATES (ANGSTROEM)
C (0.76, 1.08, -0.15)  -0.624
C (0.91, -0.22, 0.01)  -0.292
C (-0.27, -0.96, -0.05)  0.289
C (-1.46, -0.57, 0.01)  -0.397
H (1.78, 1.47, -0.95)  0.289
H (-0.62, 1.23, -0.46)  0.231
H (0.90, 1.57, 1.19)  0.260
H (-2.56, -0.90, 0.43)  0.264
H (-1.67, 0.61, 0.07)  0.193
F (-0.02, -2.25, -0.14)  -0.309
S (2.26, -1.06, 0.04)  0.097

Properties
Orbital gap   7.571 eV
HOMO level   -8.610 eV
2S+1   1
Lowest unoccupied orbital energy   -1.039 eV
Charge   0

---

two:
Below is a cluster of 2 separate species, C4H5FS in total, with properties calculated with ωB97M-V with the def2-TZVPD basis set.

Last column: natural (NBO) charge in e.
CARTESIAN COORDINATES (ANGSTROEM)
C (-0.11, 1.58, -0.04)  -0.672
C (-0.87, 0.26, -0.12)  -0.152
C (-0.36, -1.00, -0.32)  0.243
C (0.99, -1.40, 0.13)  -0.290
H (-1.16, 2.21, 0.48)  0.231
H (0.88, 1.63, 0.56)  0.260
H (0.14, 1.65, -1.34)  0.270
H (-1.88, 0.33, 0.07)  0.213
H (1.02, -2.58, 0.99)  0.238
F (-1.09, -2.12, -0.21)  -0.325
S (2.44, -0.56, -0.20)  -0.013

Properties
Orbital gap   7.960 eV
HOMO level   -8.846 eV
2S+1   1
Lowest unoccupied orbital energy   -0.886 eV
Charge   0

---

three:
Below is the molecule C4H5FS, with properties calculated with ωB97M-V with the def2-TZVPD basis set.

Last column: natural (NBO) charge in e.
CARTESIAN COORDINATES (ANGSTROEM)
C (1.64, 1.41, 1.34)  0.228
C (1.10, 0.41, 0.49)  -0.504
C (-0.66, -0.82, -1.07)  -0.354
C (-2.06, -1.25, -1.12)  -0.431
H (2.13, 1.17, 2.32)  0.175
H (1.36, -0.47, 0.91)  0.237
H (0.27, -1.47, -1.06)  0.217
H (-2.78, -0.36, -0.90)  0.212
H (-2.58, -2.35, -1.53)  0.247
F (1.71, 2.84, 1.21)  -0.357
S (-0.13, 0.89, -0.59)  0.330

Properties
Orbital gap   9.007 eV
HOMO level   -8.212 eV
2S+1   1
Lowest unoccupied orbital energy   0.795 eV
Charge   0

---

Decreasing stability: three, two, one

---

one:
Below is a structure of composition C3H3N3O2, with properties calculated with ωB97M-V with the def2-TZVPD basis set.

Last column: natural (NBO) charge in e.
CARTESIAN COORDINATES (ANGSTROEM)
C (-1.45, 0.37, 0.99)  0.119
C (-0.08, 0.37, -0.51)  0.168
C (0.97, 0.94, -1.44)  0.373
H (0.62, -2.31, 1.14)  0.493
H (-1.95, 0.66, 1.88)  0.201
H (1.00, 2.04, -1.40)  0.151
N (-0.10, -0.90, 0.01)  0.142
N (-0.90, -0.88, 1.04)  -0.296
N (-0.84, 1.20, 0.14)  -0.420
O (0.70, -1.90, -0.13)  -0.451
O (2.04, 0.41, -1.71)  -0.482

Properties
Orbital gap   9.259 eV
HOMO level   -9.887 eV
2S+1   1
Lowest unoccupied orbital energy   -0.628 eV
Charge   0

---

two:
Below is a structure of composition C3H3N3O2, with properties calculated with ωB97M-V with the def2-TZVPD basis set.

Last column: natural (NBO) charge in e.
CARTESIAN COORDINATES (ANGSTROEM)
C (-1.65, -0.33, 0.13)  0.908
C (0.77, 0.86, 0.17)  0.185
C (1.57, -0.98, 0.02)  0.159
H (-1.39, 1.89, 0.05)  0.478
H (0.64, 1.92, -0.14)  0.221
H (2.43, -1.70, -0.24)  0.189
N (-0.21, -0.14, 0.28)  -0.366
N (1.96, 0.37, -0.09)  -0.419
N (0.42, -1.44, -0.04)  -0.192
O (-2.18, 0.86, -0.14)  -0.647
O (-2.36, -1.31, 0.00)  -0.516

Properties
Orbital gap   10.614 eV
HOMO level   -11.269 eV
2S+1   1
Lowest unoccupied orbital energy   -0.656 eV
Charge   0

---

three:
Below is the molecule C3H3N3O2, with properties calculated with ωB97M-V with the def2-TZVPD basis set.

Last column: natural (NBO) charge in e.
CARTESIAN COORDINATES (ANGSTROEM)
C (0.53, 0.28, 0.94)  0.485
C (1.34, -0.47, 0.18)  -0.131
C (-0.83, 0.21, -0.82)  0.631
H (-0.23, 0.90, 2.66)  0.492
H (2.23, -1.04, 0.58)  0.219
H (-2.10, -0.10, -2.24)  0.504
N (1.02, -1.05, -1.00)  -0.103
N (0.03, -0.55, -1.54)  -0.298
N (-0.56, 0.63, 0.45)  -0.472
O (0.54, 0.50, 2.37)  -0.673
O (-1.96, 0.71, -1.56)  -0.653

Properties
Orbital gap   9.685 eV
HOMO level   -9.771 eV
2S+1   1
Lowest unoccupied orbital energy   -0.086 eV
Charge   0

---

Decreasing stability: three, two, one